[1]
{"formula": "C22H26N2O3S", "method": "wB97M-V/def2-TZVPD", "relative_energy_kcal_mol": 30.0, "molar_mass_g_mol": 398.528, "e_lumo_ev": 0.4, "homo_energy_ev": -7.725, "smiles": "COc1cc(C(=S)N2CCC(Cc3ccccc3)CC2)ccc1OCC(N)=O", "e_tot_ha": -1587.3608, "symbols": ["S", "O", "O", "O", "N", "N", "C", "C", "C", "C", "C", "C", "C", "C", "C", "C", "C", "C", "C", "C", "C", "C", "C", "C", "C", "C", "C", "C", "H", "H", "H", "H", "H", "H", "H", "H", "H", "H", "H", "H", "H", "H", "H", "H", "H", "H", "H", "H", "H", "H", "H", "H", "H", "H"], "xyz": [[-0.647, 3.456, 0.585], [-4.516, -1.756, -0.221], [-2.500, -2.278, 1.305], [-7.271, 0.139, -1.446], [0.977, 1.556, -0.200], [-6.528, -0.186, 0.663], [2.081, 2.457, 0.064], [3.065, 0.362, 0.987], [-1.424, -2.638, 2.134], [3.378, 1.674, 0.269], [5.251, -2.011, -0.134], [7.113, -0.189, -1.049], [6.241, 0.160, -0.033], [2.250, -0.530, 0.041], [4.324, -0.354, 1.513], [5.291, -0.742, 0.431], [-0.280, 1.932, 0.059], [-5.610, -1.567, -1.085], [-6.556, -0.436, -0.659], [7.051, -1.450, -1.616], [-1.377, 0.961, -0.078], [1.349, 0.329, -0.861], [-3.545, 0.371, -0.933], [-1.355, -0.227, 0.659], [6.121, -2.363, -1.151], [-2.417, -1.110, 0.607], [-3.524, -0.814, -0.219], [-2.484, 1.258, -0.855], [1.827, 3.025, 0.964], [-2.517, 2.188, -1.400], [7.730, -1.723, -2.410], [2.447, 0.605, 1.860], [-4.395, 0.627, -1.547], [0.452, -0.217, -1.154], [1.650, -1.232, 0.622], [4.821, 0.310, 2.223], [-5.293, -1.397, -2.120], [1.895, 0.597, -1.774], [3.863, 1.461, -0.685], [2.181, 3.177, -0.758], [-0.509, -0.425, 1.297], [-0.501, -2.774, 1.560], [-6.172, -2.506, -1.046], [4.007, -1.249, 2.053], [4.540, -2.738, 0.234], [2.922, -1.109, -0.594], [4.061, 2.283, 0.863], [-7.100, 0.548, 1.044], [7.845, 0.525, -1.396], [-1.707, -3.587, 2.585], [6.307, 1.142, 0.412], [-1.256, -1.898, 2.924], [6.074, -3.354, -1.579], [-5.897, -0.688, 1.265]], "forces_ev_per_a": [[-0.2115, 0.3653, 0.0767], [0.2031, 0.0127, 0.2154], [-0.2655, 0.2496, -0.2931], [-0.1657, 0.0739, -0.3472], [-0.3707, -0.0852, 0.0950], [-0.0212, 0.0339, 0.4462], [0.3520, 0.3206, 0.1277], [0.2219, -0.0494, -0.0773], [0.1910, -0.0484, 0.1527], [-0.2454, -0.1722, 0.0821], [0.0520, 0.0092, 0.0152], [0.0656, 0.0589, -0.0617], [0.0010, -0.0302, 0.0061], [-0.0985, 0.2147, 0.0190], [-0.2042, 0.0972, -0.0384], [0.0287, -0.0593, 0.1436], [0.2570, 0.5896, 0.1395], [-0.2291, 0.0499, -0.3432], [0.3300, -0.2837, 0.1108], [0.0570, -0.0278, -0.0718], [-0.4228, -0.3731, -0.1573], [0.1049, -0.5664, -0.2005], [-0.1328, -0.2948, 0.0560], [-0.0616, -0.0481, -0.0225], [0.0026, -0.0843, -0.0665], [-0.1857, -0.1629, -0.0330], [0.1735, -0.0670, 0.0924], [0.3318, -0.0068, 0.0492], [0.0690, -0.0638, -0.1690], [-0.0012, 0.0940, -0.0098], [0.0588, -0.0219, -0.0600], [0.0077, -0.0057, -0.0287], [-0.1041, 0.0010, -0.0889], [0.1539, 0.1081, -0.0540], [-0.0344, -0.0802, 0.0060], [-0.0034, -0.0454, 0.0734], [-0.0656, 0.0571, 0.1540], [-0.0799, -0.0413, 0.0183], [0.0871, 0.0204, -0.0178], [-0.0825, 0.0300, 0.1035], [0.0954, -0.0889, 0.0824], [-0.0245, 0.0300, 0.0147], [0.0517, 0.1496, -0.0489], [0.0471, 0.0007, 0.0737], [-0.0808, -0.0472, 0.0432], [-0.0400, -0.0356, -0.0112], [0.0613, 0.0541, -0.0481], [0.0001, -0.0110, -0.0711], [0.0617, 0.0556, -0.0269], [0.0665, 0.0632, -0.0044], [-0.0042, 0.1099, 0.0584], [0.0065, -0.0198, -0.0412], [0.0034, -0.0779, -0.0320], [-0.0073, 0.0493, -0.0309]]}

---

[2]
{"formula": "C4H14O2", "method": "wB97M-V/def2-TZVPD", "relative_energy_kcal_mol": 15.7, "molar_mass_g_mol": 94.154, "e_lumo_ev": 0.7, "homo_energy_ev": -11.049, "smiles": "CCCC.O.O", "e_tot_ha": -311.2550, "symbols": ["O", "O", "C", "C", "C", "C", "H", "H", "H", "H", "H", "H", "H", "H", "H", "H", "H", "H", "H", "H"], "xyz": [[-2.968, -0.135, 1.143], [-0.304, -0.347, 2.670], [1.278, 0.833, -0.761], [0.748, -0.424, -1.515], [0.119, 1.832, -0.519], [1.826, -1.521, -1.613], [0.319, -0.166, -2.472], [-0.535, 1.619, -1.336], [2.229, -1.698, -0.625], [-3.842, 0.057, 0.784], [-0.088, -0.863, -0.962], [-0.307, 1.565, 0.442], [-2.439, -0.121, 0.324], [-1.166, -0.697, 2.393], [1.863, 0.383, 0.077], [0.404, 2.884, -0.515], [1.605, -2.504, -1.989], [2.104, 1.187, -1.381], [2.618, -1.262, -2.312], [-0.166, -0.882, 3.462]], "forces_ev_per_a": [[0.1489, 0.0157, -0.9453], [-0.4875, -0.6350, 0.1960], [0.7392, -1.4965, -0.6498], [0.1544, -0.7408, 0.7171], [1.6564, -0.8395, 0.5606], [0.3193, 0.5212, -0.3309], [0.1018, 0.2054, -0.5325], [-0.9091, 0.3300, -0.3299], [0.3808, 0.1039, 0.2344], [-0.1292, -0.0375, 0.3841], [-0.0971, 0.1372, 0.2384], [-0.4802, 0.1635, 0.0432], [0.0727, -0.0122, 0.5396], [0.0427, 0.4708, -0.2602], [-0.9748, 0.8866, 0.1990], [0.0590, -0.1281, -0.0019], [-1.1813, -0.4045, -0.1137], [-0.2142, 0.6346, -0.2295], [0.4103, 0.6020, 0.2460], [0.3879, 0.2233, 0.0355]]}

---

[3]
{"formula": "C2H3N3O", "method": "wB97M-V/def2-TZVPD", "relative_energy_kcal_mol": 53.8, "molar_mass_g_mol": 85.066, "e_lumo_ev": -0.3, "homo_energy_ev": -9.604, "e_tot_ha": -317.4467, "symbols": ["O", "N", "N", "N", "C", "C", "H", "H", "H"], "xyz": [[-1.929, -0.719, -0.933], [0.189, -1.372, -0.181], [1.170, -0.594, 0.196], [1.074, 0.668, 0.318], [-0.329, 0.872, 0.056], [-0.840, -0.458, -0.488], [-0.557, 1.824, -0.421], [-0.841, 0.806, 1.030], [2.063, -1.027, 0.422]], "forces_ev_per_a": [[0.4882, 0.0564, 0.0788], [-0.0082, 0.0635, -0.2137], [0.1472, 0.1741, 0.1111], [-0.1226, -0.4117, 0.1453], [-0.1999, 0.0329, 0.0507], [-0.2966, -0.1274, -0.1016], [-0.0323, -0.2874, -0.0576], [0.0899, 0.4881, 0.1444], [-0.0657, 0.0114, -0.1575]]}